[1]
This record from the Open Molecules 2025 dataset describes the molecule C5H11N. The level of theory is the ωB97M-V functional and the def2-TZVPD basis.

Values from the calculation:
highest occupied orbital energy = -6.345 eV
energy relative to the best compared isomer or geometry (same formula, charge and spin) = 57.8 kcal per mole
Kohn-Sham gap = 7.34 eV
calculated total energy = -6851.0234 eV

Cartesian coordinates (Å):
C 2.03 -1.27 0.04
C 1.23 -0.08 -0.48
C 0.41 0.62 0.56
C -1.65 1.59 1.23
N -0.92 0.66 0.60
C -1.70 -0.37 -0.10
H 2.64 -0.98 0.91
H 1.37 -2.08 0.37
H 2.70 -1.66 -0.73
H 1.94 0.66 -0.89
H 0.62 -0.39 -1.34
H 0.89 1.32 1.22
H -1.13 2.45 1.64
H -2.67 1.37 1.50
H -1.12 -1.28 -0.20
H -2.00 0.01 -1.09
H -2.60 -0.58 0.48

Charges in e, computed with Löwdin, in the same order as the atoms: atom 1 (C): -0.118, atom 2 (C): -0.269, atom 3 (C): -0.137, atom 4 (C): -0.049, atom 5 (N): -0.284, atom 6 (C): -0.026, atom 7 (H): 0.071, atom 8 (H): 0.065, atom 9 (H): 0.066, atom 10 (H): 0.103, atom 11 (H): 0.097, atom 12 (H): 0.112, atom 13 (H): 0.050, atom 14 (H): 0.039, atom 15 (H): 0.087, atom 16 (H): 0.102, atom 17 (H): 0.090

=====

[2]
This record from the Open Molecules 2025 dataset describes a structure of composition C5H11N at a distorted geometry. The level of theory is the ωB97M-V functional and the def2-TZVPD basis.

Values from the calculation:
highest occupied orbital energy = -6.044 eV
energy relative to the best compared isomer or geometry (same formula, charge and spin) = 201.0 kcal per mole
Kohn-Sham gap = 5.64 eV
calculated total energy = -6844.8115 eV

Cartesian coordinates (Å):
C 0.84 0.01 -0.59
N 0.14 0.68 0.53
C 0.17 2.09 0.47
C -1.26 0.12 1.09
C -0.52 -2.00 -0.80
C 0.80 -1.49 -0.49
H 0.35 0.22 -1.49
H 1.92 0.42 -0.53
H 1.32 2.40 0.54
H -0.28 2.39 -0.52
H -0.49 2.32 1.34
H -0.93 -0.54 1.87
H -1.84 1.09 1.04
H -0.51 -3.11 -1.07
H -1.15 -1.28 -1.47
H 1.71 -1.93 -0.23
H -0.29 -1.41 0.33

Charges in e, computed with Löwdin, in the same order as the atoms: atom 1 (C): -0.252, atom 2 (N): -0.354, atom 3 (C): -0.178, atom 4 (C): -0.038, atom 5 (C): -0.003, atom 6 (C): -0.167, atom 7 (H): 0.090, atom 8 (H): 0.140, atom 9 (H): 0.115, atom 10 (H): 0.084, atom 11 (H): 0.071, atom 12 (H): -0.006, atom 13 (H): 0.033, atom 14 (H): 0.118, atom 15 (H): 0.129, atom 16 (H): 0.099, atom 17 (H): 0.118

=====

[3]
This record from the Open Molecules 2025 dataset describes the molecule C5H11N at a distorted geometry. The level of theory is the ωB97M-V functional and the def2-TZVPD basis.

Values from the calculation:
highest occupied orbital energy = -7.893 eV
energy relative to the best compared isomer or geometry (same formula, charge and spin) = 52.7 kcal per mole
Kohn-Sham gap = 9.00 eV
SMILES string = C=C(N)CCC
calculated total energy = -6851.2430 eV

Cartesian coordinates (Å):
C 1.34 1.14 0.32
C 0.16 0.66 0.69
N -0.86 1.53 1.08
C -0.18 -0.84 0.63
C 0.25 -1.47 -0.61
C -0.59 -0.91 -1.79
H 2.19 0.49 0.26
H 1.58 2.21 0.03
H -1.69 1.18 1.41
H -0.85 2.50 0.78
H -1.20 -0.90 1.06
H 0.55 -1.39 1.35
H 0.12 -2.54 -0.76
H 1.30 -1.25 -0.65
H 0.22 -0.49 -2.39
H -1.51 -0.27 -1.49
H -0.59 -1.74 -2.54

Charges in e, computed with Löwdin, in the same order as the atoms: atom 1 (C): -0.006, atom 2 (C): -0.421, atom 3 (N): 0.096, atom 4 (C): -0.204, atom 5 (C): -0.308, atom 6 (C): -0.105, atom 7 (H): 0.042, atom 8 (H): 0.079, atom 9 (H): 0.039, atom 10 (H): 0.093, atom 11 (H): 0.117, atom 12 (H): 0.144, atom 13 (H): 0.103, atom 14 (H): 0.089, atom 15 (H): 0.057, atom 16 (H): 0.114, atom 17 (H): 0.071

=====

[4]
This record from the Open Molecules 2025 dataset describes the molecule C5H11N. The level of theory is the ωB97M-V functional and the def2-TZVPD basis.

Values from the calculation:
highest occupied orbital energy = -8.968 eV
energy relative to the best compared isomer or geometry (same formula, charge and spin) = 30.9 kcal per mole
Kohn-Sham gap = 10.17 eV
SMILES string = CC(C)N1CC1
calculated total energy = -6852.1889 eV

Cartesian coordinates (Å):
C 0.79 -1.31 0.05
C 0.19 -0.13 -0.74
C 1.29 0.79 -1.28
N -0.79 0.70 -0.03
C -1.91 0.09 0.64
C -0.83 0.75 1.41
H 1.07 -1.00 1.06
H 0.12 -2.17 0.12
H 1.72 -1.64 -0.43
H -0.36 -0.54 -1.60
H 1.96 1.10 -0.48
H 0.84 1.68 -1.72
H 1.89 0.28 -2.04
H -1.95 -1.00 0.69
H -2.88 0.57 0.50
H -0.98 1.74 1.86
H -0.18 0.10 1.99

Charges in e, computed with Löwdin, in the same order as the atoms: atom 1 (C): -0.069, atom 2 (C): -0.427, atom 3 (C): -0.074, atom 4 (N): -0.099, atom 5 (C): -0.147, atom 6 (C): -0.145, atom 7 (H): 0.063, atom 8 (H): 0.074, atom 9 (H): 0.077, atom 10 (H): 0.136, atom 11 (H): 0.079, atom 12 (H): 0.074, atom 13 (H): 0.075, atom 14 (H): 0.101, atom 15 (H): 0.099, atom 16 (H): 0.099, atom 17 (H): 0.085

=====

Question: Which value of energy relative to the best compared isomer or geometry (same formula, charge and spin) does entry 3 give?
Answer: 52.7 kcal per mole

=====

Question: Among the records above, which one has the highest calculated total energy?
Answer: number 2